Run one
Below is the ion C3H9N2O with charge +1, with properties calculated with wB97M-V/def2-TZVPD.

## Properties
HOMO level (eV): -16.026
LUMO level (eV): -4.485

Geometry as ORCA input:
```
! wB97M-V def2-TZVPD RIJCOSX def2/J DEFGRID3
* xyz 1 1
O -2.349 0.145 -0.614
N 0.704 1.248 -0.176
N -0.056 0.022 0.020
C -1.509 0.422 0.193
C 0.574 -0.710 1.091
C 0.137 -0.743 -1.247
H 0.473 -0.320 2.168
H 0.567 1.939 0.571
H 0.426 1.972 -0.956
H 0.004 -1.871 -0.980
H -0.449 -0.249 -2.023
H 1.596 -0.654 1.002
H 0.213 -1.782 1.290
H 1.178 -0.557 -1.424
H -1.509 1.139 1.086
*
```

Run two
Below is a cluster of 2 separate species, C3H9N2O in total, with properties calculated with wB97M-V/def2-TZVPD.

## Properties
HOMO level (eV): -14.542
LUMO level (eV): -7.040

Geometry as ORCA input:
```
! wB97M-V def2-TZVPD RIJCOSX def2/J DEFGRID3
* xyz 1 1
O -2.907 0.013 0.372
N 0.401 -1.741 -0.487
N -1.800 0.283 0.110
C 0.198 0.337 1.392
C 0.170 1.138 -0.959
C -0.577 0.501 0.080
H 0.166 2.302 -0.987
H 0.927 -1.233 -1.231
H -0.212 0.967 2.320
H 1.219 0.977 -1.020
H 0.962 -1.683 0.387
H 0.136 -0.745 1.680
H 0.316 -2.618 -0.939
H -0.238 0.843 -1.956
H 1.238 0.658 1.238
*
```

Run three
Below is the ion C3H9N2O with charge +1, with properties calculated with wB97M-V/def2-TZVPD.

## Properties
HOMO level (eV): -15.140
LUMO level (eV): -3.273

Geometry as ORCA input:
```
! wB97M-V def2-TZVPD RIJCOSX def2/J DEFGRID3
* xyz 1 1
O 0.039 -0.818 2.124
N 0.156 1.593 -0.677
N 0.018 -0.689 -0.397
C -0.161 0.532 1.702
C 0.106 -1.154 -1.787
C 0.119 0.539 0.067
H 1.253 -0.990 -2.239
H 0.446 1.343 2.277
H 0.036 -1.403 0.350
H -1.107 0.949 1.895
H -0.288 -0.968 2.989
H -0.065 -2.226 -1.771
H 0.077 1.513 -1.727
H -0.033 2.437 -0.324
H -0.596 -0.657 -2.481
*
```

Relative energies, kJ/mol: run one 243.9; run two 426.1; run three 0.0.

Run one
Below is the molecule C4H5N3O2S, with properties calculated with wB97M-V/def2-TZVPD.

## Properties
HOMO level (eV): -8.984
LUMO level (eV): 0.553

Geometry as ORCA input:
```
! wB97M-V def2-TZVPD RIJCOSX def2/J DEFGRID3
* xyz 0 1
S 1.214 0.855 -1.592
O 2.436 0.230 -1.206
O 1.843 2.893 0.085
N -0.425 2.283 0.219
N -1.238 -0.310 -0.126
N 0.440 -1.688 -0.291
C -0.449 -2.279 0.575
C 0.821 2.277 -0.226
C -1.437 -1.348 0.639
C -0.078 -0.481 -0.702
H -1.050 1.556 0.112
H -0.527 2.923 0.990
H -2.258 -1.492 1.174
H 1.114 -2.232 -0.802
H -0.407 -3.185 1.150
*
```

Run two
Below is the molecule C4H5N3O2S, with properties calculated with wB97M-V/def2-TZVPD.

## Properties
HOMO level (eV): -8.365
LUMO level (eV): 0.864

Geometry as ORCA input:
```
! wB97M-V def2-TZVPD RIJCOSX def2/J DEFGRID3
* xyz 0 1
S 3.414 0.884 0.156
O 0.188 -1.126 0.570
O -2.129 1.036 -0.790
N 1.632 -1.021 -1.250
N 2.085 0.057 0.760
N -0.925 0.460 -0.835
C -2.137 -0.224 1.044
C -0.895 -0.383 0.273
C 1.299 -0.622 0.010
C -2.815 0.693 0.279
H -3.806 1.185 0.149
H 2.204 -0.350 -1.694
H -2.481 -0.748 1.875
H 1.019 -1.724 -1.577
H 3.346 1.882 1.029
*
```

Relative energies, kJ/mol: run one 0.0; run two 109.6.

Run one
Below is a cluster of 2 separate species, C3H13N3 in total, with properties calculated with wB97M-V/def2-TZVPD.

## Properties
HOMO level (eV): -9.617
LUMO level (eV): 0.975

Geometry as ORCA input:
```
! wB97M-V def2-TZVPD RIJCOSX def2/J DEFGRID3
* xyz 0 1
N -0.176 -1.800 2.392
N -0.627 1.418 -1.729
N -0.921 0.513 1.853
C 0.896 -0.417 -2.615
C 0.154 -0.498 1.830
C 0.715 0.784 -1.677
H 1.009 -0.147 2.449
H -1.107 -1.995 2.018
H -0.369 -1.700 3.386
H -1.343 0.746 -1.430
H 1.387 1.597 -1.974
H 0.303 -1.247 -2.235
H -1.006 0.923 0.927
H 1.890 -0.840 -2.397
H 0.538 -0.672 0.825
H -0.887 1.471 -2.724
H 0.930 0.587 -0.644
H 0.754 -0.164 -3.664
H -0.628 1.301 2.418
*
```

Run two
Below is a cluster of 2 separate species, C3H13N3 in total, with properties calculated with wB97M-V/def2-TZVPD.

## Properties
HOMO level (eV): -8.445
LUMO level (eV): 0.900

Geometry as ORCA input:
```
! wB97M-V def2-TZVPD RIJCOSX def2/J DEFGRID3
* xyz 0 1
N 2.601 -0.213 -2.142
N -1.668 -0.666 0.247
N 1.333 2.029 -1.738
C 2.515 1.272 -2.088
C -2.314 -0.696 1.638
C -1.374 -1.243 2.703
H 2.440 -0.584 -1.217
H -2.404 -0.239 -0.394
H -0.887 -2.137 2.506
H -0.747 -0.337 3.052
H 3.155 1.471 -1.211
H 1.556 2.963 -1.408
H 2.951 1.613 -2.969
H -2.090 -1.610 3.522
H 0.478 1.768 -1.308
H -1.744 -1.748 0.065
H -3.256 -1.345 1.618
H 1.921 -0.659 -2.811
H -2.466 0.361 1.935
*
```

Relative energies, kJ/mol: run one 0.0; run two 122.2.

Run one
Below is a cluster of 2 separate species, C3H13N3 in total, with properties calculated with wB97M-V/def2-TZVPD.

## Properties
HOMO level (eV): -8.607
LUMO level (eV): 0.845

Geometry as ORCA input:
```
! wB97M-V def2-TZVPD RIJCOSX def2/J DEFGRID3
* xyz 0 1
N -0.720 -0.340 1.202
N 1.825 1.566 -2.280
N 0.658 -0.604 -1.582
C -0.202 -0.374 2.595
C -2.168 -0.576 1.281
C 1.553 0.104 -2.481
H 1.852 2.073 -1.404
H -2.647 0.125 1.869
H -0.679 0.375 3.334
H 2.534 -0.467 -2.618
H -2.220 -1.548 1.770
H -2.807 -0.580 0.424
H -0.301 -0.246 -1.316
H 0.840 -0.033 2.497
H -0.021 -1.349 2.953
H 1.004 -0.920 -0.711
H -0.524 0.654 0.733
H 1.027 0.054 -3.544
H 0.995 2.089 -2.721
*
```

Run two
Below is a cluster of 2 separate species, C3H13N3 in total, with properties calculated with wB97M-V/def2-TZVPD.

## Properties
HOMO level (eV): -8.952
LUMO level (eV): 1.003

Geometry as ORCA input:
```
! wB97M-V def2-TZVPD RIJCOSX def2/J DEFGRID3
* xyz 0 1
N 2.014 0.408 -0.479
N -3.651 -0.769 1.015
N -1.695 -2.038 1.563
C -2.257 -0.707 1.281
C 2.689 0.791 -1.697
C 2.776 2.304 -1.800
H -4.119 -1.465 1.577
H -2.142 -2.449 2.384
H 3.373 2.663 -0.957
H 1.813 2.797 -1.645
H -0.709 -1.990 1.811
H -1.934 0.015 2.035
H 3.333 2.727 -2.637
H 2.033 -0.583 -0.314
H -4.010 -0.931 0.090
H 2.113 0.866 0.414
H 3.724 0.429 -1.713
H 2.125 0.408 -2.548
H -1.740 -0.458 0.347
*
```

Relative energies, kJ/mol: run one 119.6; run two 0.0.

Run one
Below is the molecule C9H11ClO3, with properties calculated with wB97M-V/def2-TZVPD.

## Properties
HOMO level (eV): -8.490
LUMO level (eV): 0.560

Geometry as ORCA input:
```
! wB97M-V def2-TZVPD RIJCOSX def2/J DEFGRID3
* xyz 0 1
Cl -3.077 -0.167 -2.438
O 1.874 -0.505 0.498
O -0.474 0.278 -1.177
O 4.263 0.516 -0.301
C -1.082 -0.487 1.057
C -2.043 -1.077 1.908
C -3.594 -1.058 0.048
C 1.925 0.373 -0.593
C 0.578 1.098 -0.687
C 3.106 1.320 -0.461
C -2.687 -0.453 -0.787
C -1.400 -0.174 -0.290
C -3.311 -1.332 1.399
H -4.574 -1.372 -0.324
H -1.786 -1.330 2.924
H 2.970 1.923 0.414
H -4.047 -1.785 2.042
H 4.516 0.192 -1.197
H 3.178 1.975 -1.340
H 2.782 -0.828 0.599
H 0.268 1.585 0.268
H -0.028 -0.398 1.404
H 0.617 1.906 -1.450
H 2.023 -0.201 -1.516
*
```

Run two
Below is the molecule C9H11ClO3, with properties calculated with wB97M-V/def2-TZVPD.

## Properties
HOMO level (eV): -8.598
LUMO level (eV): 0.637

Geometry as ORCA input:
```
! wB97M-V def2-TZVPD RIJCOSX def2/J DEFGRID3
* xyz 0 1
Cl 3.014 -2.380 -0.261
O 0.339 -1.096 -0.192
O -4.315 -0.193 -0.432
O -1.728 0.768 -0.668
C 1.168 1.099 0.150
C -1.950 -0.564 -0.266
C 1.405 -0.245 0.004
C 3.553 1.547 -0.077
C -3.295 -0.734 0.435
C 2.720 -0.682 -0.130
C 2.229 1.960 0.085
C -0.803 -1.011 0.621
C 3.802 0.208 -0.190
H 4.803 -0.165 -0.406
H 4.335 2.273 -0.146
H 2.022 3.021 0.122
H 0.141 1.436 0.247
H -0.903 -1.993 1.020
H -1.967 -1.273 -1.157
H -4.545 -0.800 -1.150
H -3.609 -1.774 0.672
H -2.467 1.123 -1.103
H -0.638 -0.369 1.461
H -3.311 -0.152 1.363
*
```

Relative energies, kJ/mol: run one 0.0; run two 17.9.

Run one
Below is the molecule C4H4ClF, with properties calculated with wB97M-V/def2-TZVPD.

## Properties
HOMO level (eV): -10.792
LUMO level (eV): 0.934

Geometry as ORCA input:
```
! wB97M-V def2-TZVPD RIJCOSX def2/J DEFGRID3
* xyz 0 1
Cl 2.338 0.406 -0.254
F -1.037 -1.615 -0.195
C -0.147 -0.526 -0.467
C -1.517 1.726 0.009
C -0.867 0.754 -0.255
C 0.999 -0.670 0.442
H 1.377 -1.733 0.482
H 0.868 -0.260 1.481
H 0.135 -0.569 -1.505
H -2.150 2.488 0.263
*
```

Run two
Below is the molecule C4H4ClF, with properties calculated with wB97M-V/def2-TZVPD.

## Properties
HOMO level (eV): -10.521
LUMO level (eV): 0.932

Geometry as ORCA input:
```
! wB97M-V def2-TZVPD RIJCOSX def2/J DEFGRID3
* xyz 0 1
Cl -1.662 0.131 2.241
F 0.322 -1.531 1.623
C 0.192 0.417 0.243
C 0.682 0.244 -2.321
C 0.482 0.267 -1.142
C -0.539 -0.628 0.983
H 1.113 0.489 0.853
H -1.203 -1.152 0.295
H -0.308 1.314 0.591
H 0.921 0.448 -3.366
*
```

Relative energies, kJ/mol: run one 0.0; run two 7.5.